A molecular structure, C47H42BBr2FN11O4SY, computed with ωB97M-V/def2-TZVPD.

Results
Net charge: 0
Electronic energy, eV: -229361.6087
Largest force on an atom, eV/Å: 1.07
E_HOMO, eV: -6.24

CARTESIAN COORDINATES (ANGSTROEM)
1 Y -1.367 -0.227 -0.761
2 F 4.882 -2.010 2.234
3 C 4.117 -0.969 2.649
4 C 3.003 -0.631 1.931
5 C 2.171 0.394 2.371
6 C 0.943 0.685 1.595
7 O 0.742 0.038 0.566
8 C 0.083 1.679 2.183
9 C 0.479 2.297 3.321
10 N 1.639 2.073 3.995
11 C 1.915 2.786 5.211
12 C 1.623 4.251 5.260
13 C 3.047 3.778 5.227
14 C 2.488 1.077 3.552
15 C 3.647 0.734 4.259
16 C 4.463 -0.295 3.823
17 N 5.613 -0.610 4.606
18 C 6.739 -1.314 4.018
19 C 7.907 -1.232 5.020
20 N 7.617 -0.095 5.955
21 C 6.464 -0.446 6.858
22 C 5.377 -1.068 5.967
23 C -1.272 2.114 1.631
24 O -1.925 2.912 2.288
25 O -1.587 1.605 0.510
26 H 2.728 -1.178 1.039
27 H -0.191 3.031 3.750
28 H 1.737 2.212 6.115
29 H 1.225 4.642 6.184
30 H 1.236 4.712 4.363
31 H 3.639 3.855 6.128
32 H 3.584 3.911 4.298
33 H 3.921 1.285 5.148
34 H 7.008 -0.830 3.080
35 H 6.542 -2.370 3.809
36 H 8.865 -1.047 4.539
37 H 7.989 -2.119 5.647
38 H 7.305 0.695 5.382
39 H 8.439 0.184 6.489
40 H 6.145 0.481 7.331
41 H 6.844 -1.130 7.616
42 H 4.395 -0.749 6.306
43 H 5.403 -2.164 6.032
44 Br -6.569 -1.116 -0.187
45 C -5.512 -1.771 -1.605
46 C -6.108 -2.615 -2.556
47 C -5.394 -3.114 -3.607
48 Br -6.253 -4.253 -4.858
49 C -4.024 -2.780 -3.767
50 C -3.192 -3.227 -4.815
51 C -1.888 -2.822 -4.865
52 C -1.397 -1.969 -3.860
53 N -2.143 -1.547 -2.866
54 C -3.444 -1.932 -2.805
55 C -4.175 -1.410 -1.673
56 O -3.561 -0.658 -0.833
57 H -7.153 -2.866 -2.441
58 H -3.599 -3.885 -5.571
59 H -1.230 -3.143 -5.660
60 H -0.371 -1.618 -3.866
61 S 0.640 0.600 -2.496
62 C -0.273 1.421 -3.726
63 N 0.204 1.588 -4.904
64 N -0.528 2.295 -5.836
65 C -0.953 3.612 -5.697
66 C -0.720 4.382 -4.560
67 C -1.160 5.694 -4.514
68 C -1.824 6.271 -5.586
69 C -2.041 5.507 -6.725
70 C -1.615 4.193 -6.782
71 N -1.612 1.923 -3.502
72 N -2.200 1.558 -2.473
73 C -3.561 2.055 -2.433
74 C -4.240 2.320 -3.618
75 C -5.546 2.771 -3.553
76 C -6.160 2.958 -2.320
77 C -5.468 2.692 -1.149
78 C -4.162 2.226 -1.196
79 H -0.192 2.075 -6.758
80 H -0.203 3.957 -3.711
81 H -0.980 6.271 -3.615
82 H -2.172 7.294 -5.531
83 H -2.560 5.930 -7.576
84 H -1.809 3.595 -7.665
85 H -3.749 2.163 -4.568
86 H -6.087 2.970 -4.469
87 H -7.185 3.303 -2.275
88 H -5.943 2.830 -0.187
89 H -3.610 2.020 -0.292
90 B -2.230 -3.424 2.967
91 C -1.864 -2.293 1.917
92 N -1.568 -1.499 1.128
93 H -3.238 -3.090 3.542
94 H -1.282 -3.515 3.724
95 H -2.383 -4.445 2.331
96 N 1.741 -3.776 -1.532
97 C 1.328 -2.500 -1.303
98 N 0.053 -2.411 -1.068
99 C -0.429 -3.715 -1.132
100 C -1.721 -4.200 -0.932
101 C -1.917 -5.555 -1.084
102 C -0.858 -6.417 -1.416
103 C 0.429 -5.953 -1.593
104 C 0.620 -4.584 -1.440
105 H 2.671 -4.055 -1.783
106 H 2.000 -1.658 -1.367
107 H -2.529 -3.542 -0.644
108 H -2.904 -5.968 -0.929
109 H -1.057 -7.474 -1.523
110 H 1.241 -6.625 -1.836

These are the Löwdin partial charges, in e, on atoms 1 to 4: 1.285, 0.056, -0.185, 0.101